Computed, not measured: an isolated ion of composition C10H24N3O and charge +1, with the ωB97M-V functional and the def2-TZVPD basis.

Each line ends with the Löwdin charge.
Geometry (Å):
O: 0.575 0.208 -1.227  -0.030
N: 0.123 1.854 0.243  0.164
N: 1.736 -2.707 0.655  0.001
N: -4.465 0.666 -0.650  0.008
C: 2.527 1.254 -0.264  -0.118
C: -2.947 -0.158 1.148  -0.187
C: -2.204 1.172 0.995  -0.143
C: 2.864 -2.322 -0.198  -0.258
C: -3.896 -0.524 -0.012  -0.264
C: -0.806 0.031 -0.949  -0.102
C: 1.125 0.734 -0.073  -0.311
C: -1.233 1.314 -0.199  -0.182
C: 3.616 -1.041 0.229  -0.174
C: 3.492 0.157 -0.738  -0.172
H: 2.488 -2.193 -1.214  0.107
H: 3.164 -0.184 -1.721  0.113
H: 0.123 2.108 1.230  0.178
H: -0.954 -0.855 -0.330  0.115
H: -3.524 -0.073 2.069  0.118
H: -1.658 1.356 1.926  0.116
H: -3.867 1.006 -1.396  0.061
H: -3.407 -1.205 -0.719  0.102
H: -4.728 -1.082 0.416  0.117
H: 2.491 2.065 -0.999  0.131
H: 4.466 0.622 -0.881  0.117
H: 3.569 -3.154 -0.237  0.105
H: 3.257 -0.752 1.223  0.102
H: -2.242 -0.975 1.319  0.104
H: -2.950 1.961 0.914  0.114
H: -1.331 -0.088 -1.893  0.146
H: 1.771 -2.296 1.579  0.060
H: 4.672 -1.266 0.371  0.109
H: -5.348 0.446 -1.095  0.079
H: 2.876 1.675 0.684  0.134
H: -1.614 2.042 -0.911  0.152
H: 1.028 0.038 0.769  0.160
H: 0.374 2.680 -0.300  0.184
H: 0.839 -2.515 0.236  0.045

Output
Spin multiplicity ... 1
ΔE to the lowest compared entry with this formula, charge and spin ... 0.0 kJ/mol
Net charge ... +1
HOMO-LUMO gap ... 8.96 eV
SMILES ... NCCCC[C@H]1[NH2+][C@H](CCCN)CO1
E_HOMO ... -11.96 eV
LUMO ... -2.9949 eV